# 1
Molecular formula: C3H6N3
Method: DFT, the ωB97M-V functional and the def2-TZVPD basis

```
12
Properties=species:S:1:pos:R:3:forces:R:3
C -1.77172 -0.74564 1.47620 2.8 2.0 -3.9
N -1.04915 -0.26522 0.42725 1.6 -1.1 2.6
C 0.24362 0.05475 -0.11375 3.4 1.0 -1.4
N 0.20218 0.54348 -1.49197 -2.0 -0.6 0.0
C 1.66654 0.29227 0.06745 -2.8 -2.0 1.4
N 2.84977 0.19305 -0.02528 0.3 1.3 1.0
H -1.21673 -1.14150 2.29609 -0.4 -0.1 0.7
H -2.80216 -0.53794 1.22827 -0.3 -0.8 1.0
H -1.57972 -0.02755 -0.36199 -1.6 0.3 -1.0
H -0.71762 1.06767 -1.58532 1.9 -0.6 -1.1
H 0.48083 -0.17154 -2.24027 -1.2 1.4 1.4
H 3.69415 0.73816 0.32334 -1.6 -0.9 -0.8
```
Forces are in eV/Å.

Computed properties:
HOMO energy (alpha / beta) ... -12.7 / -12.7 eV
SMILES string ... C=[NH+]C(N)=C=N
Gap between HOMO and LUMO (alpha / beta) ... 7.2 / 7.2 eV
Total energy ... -7667.0652 eV
Energy above the lowest of the compared OMol25 structures with the same formula, charge and spin ... 99.4 kcal per mole
Total charge ... +1

Atomic partial charges in e from the natural (NBO) method, atoms 1 to 5: C -0.009; N -0.387; C 0.023; N -0.810; C 0.553


# 2
Molecular formula: C3H5NOS
Method: DFT, the ωB97M-V functional and the def2-TZVPD basis

```
11
Properties=species:S:1:pos:R:3:forces:R:3
N -2.29538 1.35186 0.37450 2.1 -4.1 -0.4
C -1.78468 0.28492 0.24338 -3.3 4.5 0.0
C -1.16312 -0.99274 -0.00715 -0.9 -0.3 0.7
S 0.34333 -0.91952 0.89711 1.4 0.0 0.8
C 1.11604 0.29875 -0.28561 -1.3 3.2 4.6
O 2.44934 0.38982 0.24620 -1.1 -0.6 -2.0
H -1.83388 -1.85430 0.22821 0.7 0.7 -0.3
H -0.75333 -1.00240 -0.98618 -0.7 -0.4 -1.4
H 0.42914 1.40762 -0.24007 2.3 -3.3 -0.2
H 0.98365 -0.16215 -1.19485 0.6 -0.6 -2.4
H 2.50888 1.19815 0.72446 0.1 1.0 0.6
```
Forces are in eV/Å.

Computed properties:
HOMO energy ... -9.3 eV
SMILES string ... N#CCSCO
Gap between HOMO and LUMO ... 9.9 eV
Total energy ... -17562.7014 eV
Energy above the lowest of the compared OMol25 structures with the same formula, charge and spin ... 59.2 kcal per mole

Atomic partial charges in e from the natural (NBO) method, atoms 1 to 5: N -0.322; C 0.265; C -0.679; S 0.229; C -0.166


# 3
Molecular formula: C3H3NO
Method: DFT, the ωB97M-V functional and the def2-TZVPD basis

```
8
Properties=species:S:1:pos:R:3:forces:R:3
O -2.56674 -0.10462 -0.01263 0.1 -0.2 0.3
N -1.34754 0.13386 0.02912 -0.8 1.6 -0.7
C -0.15775 0.30063 0.74277 -1.1 -2.4 -2.3
C -0.20310 0.41222 -0.71720 -0.3 -1.8 -0.7
C 0.10616 -0.91678 -0.04468 -0.4 -1.3 -0.1
H 0.06399 0.68509 1.61379 1.2 2.4 4.0
H 0.06215 0.82653 -1.65693 0.1 0.8 -0.2
H -0.64077 -1.76834 -0.00406 1.2 0.9 -0.3
```
Forces are in eV/Å.

Computed properties:
HOMO energy (alpha / beta) ... -8.3 / -8.3 eV
SMILES string ... [O-][N@+]12[C@@H]3[C@H]1[C@@H]32
Gap between HOMO and LUMO (alpha / beta) ... 8.9 / 8.9 eV
Total energy ... -6688.6192 eV
Energy above the lowest of the compared OMol25 structures with the same formula, charge and spin ... 181.6 kcal per mole

Atomic partial charges in e from the natural (NBO) method, atoms 1 to 5: O -0.439; N 0.220; C -0.081; C -0.102; C -0.299


# 4
Molecular formula: C19H21N2O2
Method: DFT, the ωB97M-V functional and the def2-TZVPD basis

```
44
Properties=species:S:1:pos:R:3:forces:R:3
C -0.24853 -3.37534 2.90861 -0.4 0.0 -0.5
O 0.07243 -2.00670 2.63524 0.0 -0.1 0.0
C -0.91545 -1.07254 2.52496 -0.7 -0.1 0.8
C -0.47385 0.26838 2.55401 0.3 0.5 0.3
N 0.96765 0.50616 2.62404 -0.2 1.4 1.4
C 1.85478 0.00997 1.79613 -0.1 -0.7 0.3
N 3.07996 0.31690 2.17873 0.4 1.4 1.9
C 4.34433 -0.14992 1.62212 0.3 -0.3 -0.5
C 2.98244 1.12968 3.36957 -0.4 -0.4 -1.0
C 1.66671 1.24752 3.60316 -1.0 -0.7 0.0
C -1.40202 1.34164 2.63351 -0.2 -0.6 -0.1
O -0.90046 2.60661 2.72922 -0.1 -0.4 -0.2
C -1.78137 3.72714 2.52320 -0.2 -0.4 0.0
C -2.78705 1.03871 2.62806 0.4 0.8 0.0
C -3.21170 -0.28347 2.57555 0.4 -0.7 -0.5
C -2.30164 -1.36603 2.53524 0.5 0.8 -0.3
H 0.69072 -3.91310 3.04101 0.0 0.3 0.1
H -0.88019 -3.50356 3.79634 0.1 0.2 -0.2
H -0.73786 -3.81870 2.03306 -0.1 0.0 0.2
H 4.16957 -0.92486 0.84742 0.0 0.6 0.5
H 4.93090 0.66884 1.18759 -0.4 -0.1 0.0
H 4.96883 -0.58510 2.40540 -0.3 -0.1 0.0
H 3.78337 1.59950 3.92470 0.1 -0.4 -0.3
H 1.09929 1.67489 4.39690 0.1 0.5 0.3
H -1.15000 4.60917 2.49879 0.1 -0.1 0.0
H -2.29876 3.63324 1.55825 0.0 0.0 0.3
H -2.49886 3.82745 3.35175 0.2 -0.1 -0.3
H -3.50629 1.88694 2.65356 0.6 -1.0 0.0
H -4.28281 -0.49427 2.48339 0.4 0.1 0.3
H -2.63886 -2.40330 2.45786 0.0 0.5 0.1
C 1.79280 -1.01336 -0.46799 -2.6 -0.1 0.0
C 2.16177 -2.31245 -0.32951 1.5 -1.2 -0.2
C 2.97530 -3.03789 -1.21768 -1.0 -0.2 0.4
C 3.63607 -2.53060 -2.33493 0.1 0.1 -0.3
C 3.47637 -1.29057 -2.96214 0.1 -0.3 -0.1
C 2.55064 -0.28202 -2.68351 -0.7 0.4 0.4
C 1.75901 -0.17034 -1.52695 1.3 0.7 -1.9
H 1.44478 -0.48354 0.70342 0.6 -0.8 -0.7
H 1.83569 -2.81216 0.60186 0.3 0.1 -0.3
H 3.05955 -4.10933 -1.02473 0.3 0.2 0.0
H 4.31809 -3.23904 -2.82110 -0.2 0.4 0.1
H 4.08397 -1.12586 -3.85512 -0.2 -0.2 0.2
H 2.37913 0.47642 -3.45239 0.4 -0.1 0.2
H 1.12576 0.72662 -1.43685 0.1 -0.4 -0.3
```
Forces are in eV/Å.

Computed properties:
HOMO energy ... -10.2 eV
Gap between HOMO and LUMO ... 6.2 eV
Total energy ... -27107.4849 eV
Energy above the lowest of the compared OMol25 structures with the same formula, charge and spin ... 164.9 kcal per mole
Total charge ... +1

Atomic partial charges in e from the natural (NBO) method, atoms 1 to 5: C -0.257; O -0.513; C 0.323; C 0.065; N -0.348


# 5
Molecular formula: C50H64BrN4O4SSe3Ti
Method: DFT, the ωB97M-V functional and the def2-TZVPD basis

```
128
Properties=species:S:1:pos:R:3:forces:R:3
Ti -0.98066 -1.25428 -1.03306 -0.5 0.4 -2.2
C 6.06401 1.40945 0.62015 0.0 0.0 -0.1
C 5.77638 0.45051 -0.54607 0.1 0.1 0.1
C 6.40520 -0.90283 -0.20479 -0.1 0.0 0.0
C 6.45020 0.98309 -1.81880 0.0 0.0 0.0
C 4.27105 0.34443 -0.75988 0.0 -0.1 0.1
C 3.55242 -0.81961 -0.54155 -0.1 -0.1 0.0
C 2.19254 -0.84482 -0.78192 -0.2 -0.1 -0.2
Se 1.20470 -2.47690 -0.46031 0.6 0.4 0.3
C 0.81445 -2.04799 1.40583 -0.1 0.0 -0.2
C 1.58039 -2.61553 2.39669 0.0 -0.1 -0.2
C 1.37891 -2.26592 3.72920 0.0 0.0 0.1
C 0.34007 -1.38957 3.99457 0.0 0.0 0.0
C -0.48130 -0.81291 3.02031 -0.2 0.1 -0.2
C -0.20903 -1.10880 1.67299 0.4 -0.3 0.6
O -0.81783 -0.53165 0.63859 0.1 0.0 1.0
C -1.60712 0.11345 3.51379 -0.1 0.0 0.0
C -0.99369 1.35667 4.17546 0.0 -0.1 0.0
C -2.56271 0.58484 2.41457 0.1 0.0 0.0
C -2.46060 -0.64259 4.54838 0.1 0.0 0.0
C 2.31976 -2.80699 4.80287 0.1 -0.1 0.0
C 2.29175 -4.34269 4.79552 0.0 0.1 0.0
C 3.74284 -2.31626 4.48832 0.0 0.0 0.0
C 1.94795 -2.33395 6.20900 -0.1 0.0 -0.1
C 1.45891 0.24222 -1.29322 0.8 -0.1 0.0
O 0.19510 0.02774 -1.64337 0.3 0.3 0.1
C 2.16533 1.46315 -1.41612 -0.4 0.2 -0.1
C 3.53141 1.45423 -1.15231 0.1 0.0 0.0
C 1.54189 2.83879 -1.71657 -0.1 0.1 0.0
C 1.67618 3.68852 -0.43740 0.1 -0.1 0.0
C 2.28223 3.53782 -2.86612 0.1 -0.1 0.0
C 0.05935 2.78811 -2.07247 0.1 -0.1 -0.1
H 7.14262 1.49001 0.78642 0.0 0.0 0.0
H 5.59829 1.03837 1.53590 0.0 0.0 0.0
H 5.67220 2.40812 0.41763 0.0 0.0 0.0
H 7.48410 -0.78029 -0.08379 0.0 0.0 0.0
H 6.22751 -1.63203 -0.99877 0.0 0.0 0.0
H 6.00288 -1.29920 0.73044 0.0 0.0 0.0
H 7.53527 1.01372 -1.68303 0.0 0.0 0.0
H 6.10837 1.99132 -2.05887 0.0 0.0 0.0
H 6.22375 0.33550 -2.66840 0.0 0.0 0.0
H 4.01570 -1.73202 -0.18695 0.1 0.1 0.0
H 2.34253 -3.32982 2.10697 0.0 0.0 0.1
H 0.14468 -1.12512 5.02555 0.0 0.0 0.0
H -0.39135 1.91474 3.45516 0.0 0.0 0.0
H -0.35611 1.08201 5.01884 0.0 0.1 0.0
H -1.78832 2.01237 4.54328 0.0 0.0 0.0
H -2.06404 1.20167 1.67152 0.0 0.0 0.0
H -3.36958 1.17099 2.86393 0.0 0.0 0.0
H -3.00287 -0.27314 1.90396 0.0 0.0 0.0
H -1.88401 -0.92077 5.43211 0.0 0.0 0.0
H -2.87094 -1.55441 4.10824 0.0 0.0 0.0
H -3.29012 -0.00851 4.87227 0.0 0.0 0.0
H 2.61214 -4.74401 3.83294 0.0 0.0 0.0
H 1.27896 -4.70334 4.98783 0.0 0.0 0.0
H 2.95629 -4.73572 5.56992 0.0 0.0 0.0
H 4.09659 -2.72533 3.54020 0.0 0.0 0.0
H 4.43954 -2.62052 5.27507 0.0 0.0 0.0
H 3.75623 -1.22686 4.41215 0.0 0.0 0.0
H 0.94207 -2.66300 6.48049 0.0 0.0 0.0
H 1.99685 -1.24537 6.28954 0.0 0.0 0.0
H 2.64973 -2.75736 6.93073 0.0 0.0 0.0
H 4.06035 2.39484 -1.25734 0.0 0.0 0.0
H 2.71929 3.79141 -0.12768 0.0 0.0 0.0
H 1.12843 3.21625 0.38315 0.0 0.0 0.0
H 1.26554 4.68907 -0.60532 0.0 0.0 0.0
H 3.31848 3.77323 -2.60950 0.0 0.0 0.0
H 1.77747 4.47578 -3.11386 0.0 0.0 0.0
H 2.28649 2.90369 -3.75317 0.0 0.0 0.0
H -0.51074 2.28503 -1.29814 -0.1 0.1 0.0
H -0.11870 2.26244 -3.01350 -0.1 0.0 0.1
H -0.32013 3.81235 -2.17695 0.0 0.0 0.0
Se -1.07658 0.32289 -4.75788 0.2 1.0 -0.7
Se -1.26283 -2.41683 -3.35696 -0.4 -0.6 0.6
C -2.96277 -1.87039 -2.77985 1.1 -0.5 0.0
C -4.18722 -2.30291 -3.30550 -0.3 0.1 -0.1
C -5.34781 -1.94785 -2.66893 0.2 0.0 0.1
C -5.26964 -1.19566 -1.48344 -0.2 0.0 0.1
C -4.04521 -0.78382 -1.03558 0.0 0.0 0.1
N -2.90326 -1.06208 -1.69283 -1.4 0.0 -0.6
C 0.80128 0.06688 -4.79564 -0.2 -0.1 0.0
C 1.61649 1.01297 -5.45816 0.2 -0.2 0.1
C 2.98535 0.84611 -5.45841 -0.1 0.1 -0.1
C 3.54547 -0.24178 -4.79181 0.2 0.0 0.0
C 2.68287 -1.13849 -4.19173 -0.3 0.1 -0.1
N 1.35284 -1.01006 -4.20390 0.2 0.1 0.1
H -4.18639 -2.92989 -4.18596 0.1 0.0 0.0
H -6.30738 -2.27035 -3.05517 0.0 0.0 0.0
H -6.15725 -0.94315 -0.91963 0.0 0.0 0.0
H -3.95157 -0.21660 -0.12101 0.0 0.0 0.0
H 1.14271 1.85132 -5.94865 0.0 0.0 0.0
H 3.62376 1.55308 -5.97924 0.0 0.0 0.1
H 4.61880 -0.38976 -4.76871 0.0 0.0 0.0
H 3.05890 -2.01931 -3.67550 0.1 0.0 0.0
Br -6.11710 -6.79370 3.16920 0.0 0.0 0.0
C -4.72098 -5.94618 2.19357 0.0 0.0 0.0
C -4.83095 -4.60175 1.89045 0.0 0.1 0.0
C -3.80689 -3.98961 1.18118 0.0 0.0 0.1
C -2.68627 -4.71311 0.79560 -0.2 0.0 0.1
C -2.60281 -6.06400 1.10709 0.0 0.0 0.0
C -3.62246 -6.69346 1.80467 0.1 0.0 0.0
C -1.55555 -4.06099 0.05643 -0.2 0.3 -0.2
O -0.54738 -4.68816 -0.18829 0.4 -0.2 0.0
O -1.76818 -2.82325 -0.28186 -0.2 -1.1 1.2
H -5.70208 -4.04406 2.20620 0.0 0.0 0.0
H -3.86755 -2.93993 0.92396 0.0 0.0 0.0
H -1.72266 -6.60474 0.78534 0.0 0.0 0.0
H -3.56844 -7.74572 2.04649 0.0 0.0 0.0
C -2.70182 4.67478 0.46665 -0.1 0.0 0.0
N -3.09383 4.78659 -0.92655 0.2 -0.1 -0.1
C -2.59635 5.98952 -1.57899 0.0 0.0 0.1
C -3.35349 3.64987 -1.64871 -0.1 0.1 0.1
S -3.18586 2.12174 -1.01820 -0.1 0.3 0.0
N -3.78797 3.86505 -2.93593 -0.1 -0.2 0.1
C -4.88793 4.79519 -3.15402 0.1 0.1 0.0
C -3.81436 2.72022 -3.84104 0.0 0.0 0.0
H -2.94258 5.61212 0.97381 0.0 0.0 0.0
H -1.62865 4.47674 0.56571 0.0 0.0 0.0
H -3.24331 3.85656 0.93072 0.0 0.0 0.0
H -1.56060 6.17022 -1.27457 0.0 0.0 0.0
H -3.19078 6.86184 -1.29246 0.0 0.0 0.0
H -2.62333 5.87584 -2.65777 0.0 0.0 0.0
H -5.00829 5.45583 -2.29956 0.0 0.0 0.0
H -5.82204 4.23989 -3.29410 0.0 0.0 0.0
H -4.70999 5.39488 -4.04978 0.0 0.0 0.0
H -2.88289 2.16244 -3.76881 0.0 0.0 -0.1
H -3.92238 3.09172 -4.86113 0.0 0.0 0.0
H -4.64039 2.03744 -3.61204 0.0 0.1 0.0
```
Forces are in eV/Å.

Computed properties:
HOMO energy (alpha / beta) ... -2.7 / -2.7 eV
Gap between HOMO and LUMO (alpha / beta) ... 4.8 / 4.8 eV
Total energy ... -367077.4933 eV
Energy above the lowest of the compared OMol25 structures with the same formula, charge and spin ... 60.2 kcal per mole
Total charge ... -1

Atomic partial charges in e from the Löwdin method, atoms 1 to 5: Ti 0.780; C -0.048; C -0.557; C -0.069; C -0.046


What is the total energy in the third record?
-6688.6192 eV


Which of these has the lowest energy above the lowest of the compared OMol25 structures with the same formula, charge and spin?
C3H5NOS